178
Properties=species:S:1:pos:R:3:forces:R:3:lowdin_charge:R:1 method="wB97M-V/def2-TZVPD" total_charge=+1 homo_energy_ha=-0.4210 orbital_gap_ev=9.1
C -1.269 -4.076 3.977 0.32 0.00 -0.23 -0.053
C -1.202 -3.372 2.627 0.35 -0.14 0.10 -0.246
O 0.113 -3.626 2.047 -0.30 0.23 0.03 -0.191
P 0.575 -2.817 0.768 0.28 -0.34 -0.14 0.485
O 1.868 -3.244 0.216 -0.30 0.13 0.18 -0.235
C -0.760 -2.999 -0.460 0.18 0.00 0.17 -0.175
C -1.717 -1.815 -0.561 -0.01 -0.09 0.17 -0.145
C -2.786 -1.884 -1.672 0.20 0.10 0.33 -0.390
C -3.423 -3.280 -1.685 -0.22 0.06 0.33 -0.212
N -3.780 -3.694 -0.321 0.02 -0.02 -0.31 0.048
O -3.875 -1.014 -1.315 0.00 0.14 -0.55 -0.047
C -3.551 0.341 -1.045 -0.13 0.11 0.52 -0.236
C -4.890 1.097 -1.012 -0.24 -0.18 0.00 -0.060
C -5.237 1.654 0.370 -0.30 -0.29 -0.27 -0.154
O -6.665 1.757 0.500 0.23 0.32 0.06 -0.037
C -7.191 1.054 1.537 -0.13 -0.16 0.09 -0.348
O -7.799 1.552 2.425 -0.16 0.07 -0.04 0.130
C -2.461 0.841 -2.022 0.11 0.08 0.05 -0.080
C -2.456 2.304 -2.469 0.40 0.03 -0.21 -0.350
F -1.302 2.447 -3.203 -0.19 0.04 -0.02 0.114
F -3.465 2.564 -3.330 0.08 -0.04 0.18 0.151
C -2.438 3.356 -1.313 -0.23 0.13 -0.20 -0.328
F -3.657 3.917 -1.249 0.23 -0.04 0.05 0.171
F -2.194 2.730 -0.137 -0.09 0.01 -0.07 0.158
C -1.402 4.509 -1.473 -0.02 0.12 0.28 -0.331
F -1.737 5.430 -0.551 0.05 -0.11 -0.26 0.172
F -1.536 5.046 -2.695 0.04 -0.15 0.26 0.178
C 0.100 4.091 -1.204 0.31 0.11 -0.13 -0.505
F 0.878 4.540 -2.189 -0.29 -0.21 0.44 0.196
F 0.234 2.749 -1.130 -0.01 0.32 -0.06 0.149
F 0.515 4.598 -0.042 -0.09 -0.16 -0.40 0.180
N -2.520 0.038 -3.276 -0.47 0.08 0.06 0.128
C -2.332 -1.456 -3.108 0.54 -1.05 -0.46 -0.373
C -0.891 -1.824 -3.534 -0.09 0.44 -0.18 -0.123
C 0.249 -0.929 -3.020 0.28 -0.13 -0.06 -0.131
C 1.613 -1.373 -3.512 0.07 0.03 -0.11 -0.223
C 2.413 -0.489 -4.237 -0.03 -0.14 0.01 -0.045
C 3.680 -0.863 -4.664 0.09 -0.14 0.06 -0.074
C 4.170 -2.127 -4.364 -0.19 -0.10 0.11 -0.071
C 3.378 -3.016 -3.642 0.04 0.13 -0.04 -0.058
C 2.110 -2.643 -3.220 0.07 0.03 -0.06 -0.037
P -3.551 -2.134 -4.414 -0.84 0.22 0.04 0.968
C -3.024 -1.258 -5.939 0.31 0.12 -0.03 -0.227
O -2.885 -3.617 -4.651 0.13 0.11 -0.06 -0.267
O 0.506 -1.291 1.241 0.07 -0.07 -0.16 -0.220
C 1.539 -0.385 0.786 0.15 0.48 0.17 -0.267
C 2.738 -0.391 1.713 0.07 -0.23 -0.24 -0.058
H -2.235 -4.554 4.124 -0.04 0.09 0.10 0.076
H -0.497 -4.848 3.996 -0.13 -0.05 0.00 0.086
H -1.055 -3.390 4.793 -0.09 -0.02 0.04 0.077
H -1.955 -3.758 1.937 -0.02 0.05 -0.02 0.096
H -1.316 -2.292 2.735 -0.11 -0.01 -0.03 0.110
H -0.194 -3.196 -1.367 -0.16 0.02 -0.13 0.066
H -1.304 -3.906 -0.195 0.00 -0.01 -0.10 0.092
H -2.278 -1.769 0.375 -0.02 -0.02 -0.07 0.122
H -1.135 -0.898 -0.599 -0.05 0.00 -0.01 0.085
H -4.316 -3.233 -2.316 0.13 -0.03 -0.15 0.081
H -2.726 -3.998 -2.116 0.00 0.02 0.00 0.125
H -4.669 -3.278 -0.073 0.02 0.04 0.09 0.085
H -3.927 -4.697 -0.316 0.00 -0.01 0.08 0.090
H -3.103 0.401 -0.047 0.09 0.04 -0.10 0.148
H -5.663 0.359 -1.237 0.10 0.00 -0.09 0.141
H -4.978 1.867 -1.776 -0.01 0.02 0.07 0.117
H -4.853 2.659 0.532 0.15 -0.08 0.11 0.124
H -4.848 0.978 1.139 0.06 0.09 0.03 0.131
H -7.051 -0.037 1.450 0.23 -0.01 0.01 0.150
H -1.471 0.680 -1.599 -0.06 -0.02 -0.01 0.144
H -1.821 0.361 -3.948 0.06 0.10 0.09 0.154
H -3.438 0.221 -3.706 -0.02 -0.05 0.06 0.155
H -0.719 -2.880 -3.336 -0.03 0.07 0.12 0.117
H -0.857 -1.739 -4.627 0.05 -0.12 0.06 0.112
H 0.282 -0.871 -1.932 -0.07 -0.03 0.01 0.091
H 0.114 0.091 -3.400 -0.03 0.06 0.13 0.103
H 2.055 0.507 -4.471 -0.07 0.00 0.03 0.107
H 4.296 -0.168 -5.221 -0.05 0.02 0.01 0.107
H 5.161 -2.425 -4.676 0.00 0.05 -0.04 0.108
H 3.751 -4.000 -3.386 0.01 0.05 -0.03 0.112
H 1.543 -3.359 -2.638 -0.06 0.09 0.04 0.099
H -2.822 -0.191 -5.796 -0.15 0.00 -0.09 0.043
H -2.140 -1.697 -6.407 -0.03 -0.05 0.06 0.056
H -3.867 -1.326 -6.630 0.04 0.01 0.00 0.053
H -3.383 -4.077 -5.341 0.00 -0.17 0.10 0.075
H 1.840 -0.625 -0.237 -0.02 -0.13 0.04 0.104
H 1.069 0.603 0.775 -0.06 -0.10 0.04 0.108
H 3.350 -1.278 1.543 -0.10 0.01 0.04 0.082
H 3.362 0.482 1.512 -0.04 0.00 0.09 0.081
H 2.417 -0.389 2.754 0.00 0.14 0.00 0.086
C 1.706 6.078 3.356 0.02 0.14 0.17 -0.019
C 3.117 6.068 2.830 -0.11 -0.06 -0.01 -0.326
C 3.748 4.694 2.713 0.01 -0.04 -0.03 -0.096
O 5.133 4.973 2.922 -0.02 -0.07 -0.03 0.060
C 5.226 6.105 3.661 -0.05 -0.13 -0.02 -0.559
O 6.231 6.486 4.163 0.11 0.19 0.07 0.164
O 4.022 6.713 3.746 0.03 0.03 -0.06 0.092
H 1.294 7.086 3.358 0.01 -0.01 -0.04 0.090
H 1.075 5.445 2.730 -0.01 0.01 -0.02 0.078
H 1.679 5.704 4.380 0.02 -0.08 -0.03 0.095
H 3.181 6.600 1.877 0.02 0.00 0.00 0.158
H 3.610 4.229 1.740 0.08 0.02 -0.02 0.134
H 3.404 4.016 3.498 -0.04 0.01 0.00 0.141
C 8.824 4.310 3.207 0.01 -0.21 -0.12 -0.010
C 10.079 5.124 3.357 -0.16 0.03 0.05 -0.317
C 9.906 6.624 3.222 0.03 0.02 -0.01 -0.081
O 11.172 7.033 2.677 -0.07 0.03 -0.01 0.068
C 11.706 5.979 2.025 -0.04 -0.10 0.05 -0.566
O 12.662 6.025 1.318 0.08 0.11 -0.02 0.147
O 11.005 4.856 2.283 0.04 -0.07 0.05 0.084
H 9.029 3.251 3.355 0.00 -0.01 0.03 0.070
H 8.078 4.631 3.933 0.01 0.04 -0.01 0.080
H 8.410 4.427 2.205 -0.03 0.11 0.02 0.098
H 10.592 4.880 4.292 0.01 0.03 0.01 0.158
H 9.725 7.134 4.163 0.09 0.03 0.00 0.140
H 9.119 6.881 2.510 -0.03 -0.03 0.01 0.138
C -8.116 -5.515 -2.498 -0.12 0.16 0.04 -0.015
C -7.933 -5.127 -3.940 0.05 -0.10 0.14 -0.309
C -6.539 -5.321 -4.500 0.03 -0.01 -0.05 -0.092
O -6.440 -4.267 -5.471 0.30 -0.25 0.04 0.033
C -7.289 -3.279 -5.098 -0.05 0.18 0.12 -0.591
O -7.290 -2.190 -5.573 0.03 0.08 -0.04 0.147
O -8.095 -3.700 -4.108 -0.07 0.01 -0.08 0.092
H -9.151 -5.393 -2.188 0.01 -0.02 0.01 0.076
H -7.836 -6.557 -2.339 0.00 -0.02 -0.04 0.100
H -7.506 -4.883 -1.851 0.07 -0.04 -0.02 0.088
H -8.671 -5.618 -4.579 -0.01 0.02 -0.02 0.162
H -6.387 -6.284 -4.981 -0.01 0.04 -0.09 0.140
H -5.769 -5.163 -3.738 -0.03 -0.02 0.04 0.124
C -11.968 -1.891 -0.981 0.14 -0.06 -0.13 -0.019
C -11.835 -3.095 -0.086 -0.03 0.12 0.00 -0.313
C -11.436 -2.805 1.345 -0.08 0.08 0.10 -0.085
O -10.698 -3.986 1.707 0.06 0.07 0.02 0.068
C -10.205 -4.531 0.579 -0.14 0.01 -0.08 -0.572
O -9.407 -5.414 0.535 0.16 -0.02 0.05 0.148
O -10.742 -3.940 -0.512 -0.03 -0.05 -0.03 0.069
H -12.304 -2.179 -1.975 -0.02 -0.01 0.01 0.088
H -12.692 -1.192 -0.561 -0.02 -0.01 0.01 0.095
H -11.006 -1.387 -1.084 -0.01 0.03 0.07 0.089
H -12.744 -3.701 -0.115 0.01 -0.03 0.02 0.162
H -12.274 -2.671 2.023 0.05 -0.13 0.08 0.131
H -10.764 -1.947 1.424 -0.02 0.03 -0.05 0.139
C 11.909 0.490 3.423 -0.09 0.11 -0.12 -0.015
C 10.653 0.196 4.203 0.18 -0.01 -0.08 -0.323
C 10.279 -1.269 4.310 -0.01 -0.03 0.03 -0.088
O 8.847 -1.218 4.383 0.04 -0.06 -0.02 0.065
C 8.437 -0.079 3.782 0.11 0.03 0.00 -0.571
O 7.309 0.179 3.514 -0.11 0.02 -0.01 0.156
O 9.494 0.725 3.528 -0.06 0.05 0.07 0.066
H 12.132 1.556 3.429 0.00 0.00 0.02 0.085
H 12.755 -0.042 3.860 0.00 0.00 0.02 0.093
H 11.792 0.180 2.385 0.01 -0.07 0.02 0.097
H 10.694 0.658 5.194 -0.03 -0.03 0.02 0.158
H 10.675 -1.761 5.195 -0.09 0.00 0.04 0.138
H 10.564 -1.830 3.417 0.03 0.02 -0.01 0.140
C -8.129 -1.513 4.802 -0.06 0.05 -0.18 -0.022
C -9.357 -2.044 5.494 0.10 0.00 0.00 -0.321
C -9.311 -3.513 5.867 0.02 -0.04 0.01 -0.087
O -10.686 -3.897 5.782 0.03 -0.02 0.02 0.075
C -11.304 -3.062 4.921 0.14 -0.04 -0.03 -0.566
O -12.395 -3.221 4.484 -0.16 0.04 -0.09 0.165
O -10.496 -2.018 4.612 -0.03 0.05 0.02 0.074
H -8.219 -0.447 4.605 -0.02 0.04 0.02 0.079
H -7.248 -1.678 5.423 -0.01 0.00 0.02 0.092
H -7.992 -2.022 3.846 0.03 -0.08 0.05 0.086
H -9.605 -1.433 6.366 -0.01 -0.01 0.01 0.160
H -8.937 -3.702 6.869 -0.09 -0.01 0.03 0.139
H -8.741 -4.101 5.142 0.03 0.03 -0.01 0.140
C 12.754 5.247 -1.935 -0.13 -0.13 0.13 -0.016
C 13.613 4.091 -2.374 -0.03 0.12 -0.03 -0.320
C 13.665 3.836 -3.867 0.02 -0.01 -0.03 -0.096
O 13.856 2.418 -3.937 -0.03 0.04 -0.05 0.060
C 13.358 1.873 -2.801 0.00 0.10 0.02 -0.572
O 13.193 0.710 -2.626 -0.01 -0.10 0.01 0.160
O 13.070 2.839 -1.903 0.05 -0.01 0.05 0.084
H 12.814 5.385 -0.857 0.02 0.02 -0.05 0.058
H 13.079 6.167 -2.422 0.04 -0.01 -0.01 0.094
H 11.712 5.055 -2.198 0.02 0.03 -0.08 0.093
H 14.623 4.181 -1.965 0.01 -0.02 -0.01 0.159
H 14.483 4.343 -4.371 0.05 -0.08 0.00 0.137
H 12.720 4.085 -4.356 -0.01 0.04 0.02 0.136